(1)
{
  "formula": "C53H113N6O15",
  "method": "ωB97M-V/def2-TZVPD",
  "symbols": ["C", "C", "C", "N", "C", "C", "C", "C", "C", "H", "H", "H", "H", "H", "H", "H", "H", "H", "H", "H", "H", "H", "H", "H", "H", "H", "H", "C", "C", "C", "N", "C", "C", "C", "C", "C", "H", "H", "H", "H", "H", "H", "H", "H", "H", "H", "H", "H", "H", "H", "H", "H", "H", "H", "C", "C", "C", "N", "C", "C", "C", "C", "C", "H", "H", "H", "H", "H", "H", "H", "H", "H", "H", "H", "H", "H", "H", "H", "H", "H", "H", "C", "C", "C", "N", "C", "C", "C", "C", "C", "H", "H", "H", "H", "H", "H", "H", "H", "H", "H", "H", "H", "H", "H", "H", "H", "H", "H", "C", "C", "C", "N", "C", "C", "C", "C", "C", "H", "H", "H", "H", "H", "H", "H", "H", "H", "H", "H", "H", "H", "H", "H", "H", "H", "H", "C", "C", "C", "N", "C", "C", "C", "C", "C", "H", "H", "H", "H", "H", "H", "H", "H", "H", "H", "H", "H", "H", "H", "H", "H", "H", "H", "O", "C", "O", "O", "H", "O", "C", "O", "O", "H", "O", "C", "O", "O", "H", "O", "C", "O", "O", "H", "O", "C", "O", "O", "H"],
  "coordinates": [[5.90894, 0.04983, -0.96216], [5.51152, -0.54392, 0.41007], [5.98945, 0.28886, 1.54722], [5.63393, -0.34991, 2.95468], [6.48133, -1.61982, 3.28203], [5.87725, 0.67018, 4.11794], [4.72600, 0.57229, 5.06731], [3.95394, -0.75038, 4.66509], [4.13254, -0.65280, 3.15849], [5.63008, -0.62441, -1.77194], [6.95534, 0.31741, -1.10899], [5.31205, 0.90538, -1.27815], [6.02087, -1.50746, 0.42579], [4.43912, -0.70176, 0.52466], [5.52112, 1.27238, 1.50898], [7.07453, 0.39078, 1.52945], [6.03813, -2.45758, 2.74367], [6.44942, -1.79287, 4.35774], [7.48041, -1.42601, 2.89168], [6.84641, 0.44794, 4.56454], [6.14871, 1.69900, 3.88139], [5.09657, 0.29897, 6.05527], [4.06183, 1.43457, 5.12597], [4.36142, -1.66061, 5.10502], [2.88411, -0.73780, 4.87342], [3.85803, -1.58683, 2.66823], [3.61827, 0.19963, 2.71468], [-0.18595, -4.68228, -1.48181], [-0.95280, -4.77321, -2.77086], [-2.53246, -4.91194, -2.47932], [-3.32873, -5.07611, -3.76348], [-3.42097, -3.67294, -4.52509], [-4.71733, -5.74862, -3.54447], [-5.05366, -6.35215, -4.92904], [-3.79887, -6.63559, -5.73004], [-2.69432, -6.14837, -4.77049], [-0.17063, -5.63388, -0.95048], [-0.61646, -3.96589, -0.78213], [0.84197, -4.37706, -1.67757], [-0.56417, -5.66275, -3.26663], [-0.74875, -3.90835, -3.40210], [-2.92777, -4.09220, -1.87944], [-2.58661, -5.84439, -1.91747], [-4.03763, -3.82414, -5.41107], [-2.42021, -3.28530, -4.71565], [-3.97495, -3.01736, -3.85319], [-5.33945, -4.94374, -3.15301], [-4.48192, -6.47539, -2.76698], [-5.61040, -5.65093, -5.55067], [-5.67060, -7.20980, -4.66085], [-3.88693, -6.31482, -6.76805], [-3.57458, -7.70184, -5.76017], [-1.88272, -5.60700, -5.25664], [-2.28689, -6.96641, -4.17642], [-2.44874, 4.13548, -1.37306], [-3.67085, 3.74244, -0.50955], [-4.72416, 2.95394, -1.35845], [-5.93383, 2.46620, -0.53589], [-6.86826, 1.64978, -1.42652], [-6.76572, 3.72910, 0.03872], [-7.11368, 3.44747, 1.52248], [-6.87118, 1.97019, 1.65634], [-5.65831, 1.69386, 0.75588], [-2.76741, 4.86596, -2.11667], [-1.92896, 3.30359, -1.84836], [-1.62687, 4.52619, -0.77308], [-4.03608, 4.66565, -0.05968], [-3.34295, 3.10386, 0.31070], [-4.16468, 2.09846, -1.73691], [-5.15478, 3.54066, -2.16990], [-7.77197, 1.40235, -0.86957], [-6.42484, 0.66734, -1.58861], [-7.07451, 2.32350, -2.25818], [-7.69122, 3.69988, -0.53633], [-6.14722, 4.62045, -0.06640], [-8.12578, 3.78866, 1.74010], [-6.49500, 4.06713, 2.17160], [-7.73935, 1.38432, 1.35449], [-6.64129, 1.59560, 2.65380], [-5.42647, 0.66738, 0.47181], [-4.76562, 2.06557, 1.25889], [2.21472, -3.18924, 6.54636], [1.12458, -3.04870, 5.50742], [1.35993, -3.98320, 4.26637], [0.23384, -3.91455, 3.26313], [0.24807, -2.61881, 2.50818], [0.41248, -5.11107, 2.29752], [-0.65159, -6.09138, 2.51572], [-1.84747, -5.24653, 2.98449], [-1.09390, -4.16763, 3.94124], [2.07457, -2.53812, 7.40921], [3.25103, -3.17004, 6.20903], [2.06623, -4.17737, 6.98186], [0.91980, -2.03410, 5.16574], [0.13782, -3.18082, 5.95121], [1.48221, -5.01660, 4.59075], [2.25284, -3.61813, 3.75889], [-0.11270, -1.88350, 3.22739], [-0.38703, -2.63839, 1.62253], [1.31508, -2.53458, 2.30201], [0.20669, -4.74233, 1.29264], [1.44890, -5.44046, 2.37129], [-0.88877, -6.71442, 1.65335], [-0.34119, -6.76846, 3.31153], [-2.35488, -4.69414, 2.19359], [-2.53033, -5.90826, 3.51732], [-1.57149, -3.24029, 4.25754], [-0.94899, -4.73421, 4.86108], [-0.46318, -0.94225, -5.12166], [0.58164, -0.31945, -4.12044], [0.35517, -1.00404, -2.70928], [0.82922, -0.02218, -1.52205], [2.30256, 0.22272, -1.64703], [0.64201, -0.63606, -0.12612], [0.71312, 0.46307, 0.85780], [0.11379, 1.61195, 0.04705], [-0.03731, 1.23541, -1.39695], [-0.29203, -0.69526, -6.16942], [-1.42263, -0.48516, -4.87951], [-0.64791, -2.01375, -5.04513], [0.51303, 0.76785, -4.15472], [1.61513, -0.55090, -4.37814], [0.86096, -1.96293, -2.59600], [-0.72082, -1.16219, -2.63627], [2.52407, 0.74787, -2.57615], [2.78373, -0.75524, -1.63473], [2.68457, 0.86755, -0.85559], [1.32706, -1.47437, 0.00051], [-0.37912, -1.01550, -0.16372], [1.72962, 0.63080, 1.21372], [0.11561, 0.28320, 1.75152], [0.74028, 2.50384, 0.05912], [-0.84588, 1.99445, 0.39463], [0.29431, 2.03201, -2.06295], [-1.08132, 1.00559, -1.60986], [2.55670, 4.07986, -1.59515], [1.57987, 5.09366, -1.18684], [2.17841, 6.22182, -0.20606], [1.15940, 7.27622, 0.43401], [0.50126, 6.69249, 1.74813], [1.98535, 8.56615, 0.85946], [1.90431, 9.45329, -0.50217], [0.88291, 8.72087, -1.42552], [0.07740, 7.77801, -0.49732], [2.90125, 3.35447, -0.85813], [3.43692, 4.41637, -2.14293], [2.05640, 3.53198, -2.39366], [0.72513, 4.67923, -0.65230], [1.15821, 5.53451, -2.09014], [2.82827, 6.88553, -0.77639], [2.87533, 5.85409, 0.54705], [-0.04348, 5.77949, 1.50776], [-0.00216, 7.51984, 2.24831], [1.42109, 6.40096, 2.25511], [1.41877, 9.18085, 1.55893], [2.94525, 8.26789, 1.28103], [1.59021, 10.47121, -0.27141], [2.87335, 9.54136, -0.99342], [0.22861, 9.47794, -1.85777], [1.41177, 8.11020, -2.15729], [-0.57135, 8.44100, 0.07511], [-0.40795, 6.93620, -0.99117], [-2.69106, 0.37945, 1.18167], [-2.60373, -0.74651, 1.98306], [-2.25406, -0.71630, 3.16458], [-2.92520, -1.85333, 1.49565], [-2.65442, 0.05761, 0.27798], [-4.60426, -1.87950, -1.16686], [-4.01205, -0.96843, -1.90230], [-2.92860, -0.55109, -1.55680], [-4.55966, -0.51108, -2.89970], [-3.87103, -1.92372, -0.54878], [5.46021, 0.55268, -4.49731], [4.46179, 1.40120, -4.65920], [3.59464, 1.20350, -5.51448], [4.37741, 2.50320, -4.00482], [4.93294, -0.04534, -5.03206], [3.14705, -3.16609, -0.72778], [3.18314, -3.96348, 0.30832], [3.53083, -3.49261, 1.40336], [2.94855, -5.15076, 0.03618], [2.93784, -3.96016, -1.22505], [1.12618, 3.50783, 2.44922], [2.31648, 3.02372, 2.81399], [2.39649, 2.74316, 4.04102], [3.30502, 3.07502, 2.05248], [0.85032, 3.46624, 3.36779]],
  "lowdin_spin": [0.00, 0.00, 0.00, 0.00, 0.00, 0.00, 0.00, 0.00, 0.00, 0.00, 0.00, 0.00, 0.00, 0.00, 0.00, 0.00, 0.00, 0.00, 0.00, 0.00, 0.00, 0.00, 0.00, 0.00, 0.00, 0.00, 0.00, 0.00, 0.00, 0.00, 0.00, 0.00, 0.00, 0.00, 0.00, 0.00, 0.00, 0.00, 0.00, 0.00, 0.00, 0.00, 0.00, 0.00, 0.00, 0.00, 0.00, 0.00, 0.00, 0.00, 0.00, 0.00, 0.00, 0.00, 0.00, 0.00, 0.00, 0.00, 0.00, 0.00, 0.00, 0.00, 0.00, 0.00, 0.00, 0.00, 0.00, 0.00, 0.00, 0.00, 0.00, 0.00, 0.00, 0.00, 0.00, 0.00, 0.00, 0.00, 0.00, 0.00, 0.00, 0.00, 0.00, 0.00, 0.00, 0.00, 0.00, 0.00, 0.00, 0.00, 0.00, 0.00, 0.00, 0.00, 0.00, 0.00, 0.00, 0.00, 0.00, 0.00, 0.00, 0.00, 0.00, 0.00, 0.00, 0.00, 0.00, 0.00, 0.00, 0.00, 0.00, 0.00, 0.00, 0.00, 0.00, 0.00, 0.00, 0.00, 0.00, 0.00, 0.00, 0.00, 0.00, 0.00, 0.00, 0.00, 0.00, 0.00, 0.00, 0.00, 0.00, 0.00, 0.00, 0.00, 0.00, 0.00, 0.00, 0.00, 0.00, 0.00, 0.00, 0.00, 0.00, 0.00, 0.00, 0.00, 0.00, 0.00, 0.00, 0.00, 0.00, 0.00, 0.00, 0.00, 0.00, 0.00, 0.00, 0.00, 0.00, 0.00, 0.00, 0.00, 0.00, 0.00, 0.00, 0.00, 0.00, 0.00, 0.00, 0.00, 0.00, 0.00, 0.02, 0.02, 0.30, 0.66, 0.00, 0.00, 0.00, 0.00, 0.00, 0.00, 0.00, 0.00, 0.00, 0.00, 0.00],
  "homo_lumo_gap_ev": [7.45, 3.54],
  "spin_multiplicity": 2,
  "charge": 2
}

---

(2)
{
  "formula": "C5H7N3O",
  "method": "ωB97M-V/def2-TZVPD",
  "symbols": ["C", "C", "C", "C", "C", "N", "N", "N", "O", "H", "H", "H", "H", "H", "H", "H"],
  "coordinates": [[1.83848, -0.48362, -0.72283], [1.73626, 1.00331, 0.91488], [-0.21474, -0.74651, 0.83590], [-1.45315, -0.52175, -0.02109], [-1.82253, 0.60842, -0.60620], [1.07453, -0.13896, 0.29749], [2.83862, 0.29672, -0.89603], [2.78845, 1.14833, 0.12662], [-1.29996, 1.84824, -0.51519], [1.62279, -1.44841, -1.29574], [-0.12242, -1.79048, 0.96355], [-0.35402, -0.48732, 1.88036], [-2.13089, -1.36630, -0.04319], [-2.69497, 0.50938, -1.22765], [3.53708, 1.70482, 0.33218], [-0.82168, 1.95688, 0.30256]],
  "nbo_charge": [0.19, 0.06, -0.25, -0.35, 0.18, -0.42, -0.31, -0.39, -0.67, 0.21, 0.21, 0.23, 0.22, 0.18, 0.41, 0.49],
  "homo_lumo_gap_ev": 9.95,
  "spin_multiplicity": 1,
  "de_lowest_ev": 3.032
}